Record 1
{"formula": "C4H8N4O", "method": "the ωB97M-V functional and the def2-TZVPD basis", "species": ["C", "C", "C", "C", "H", "H", "H", "H", "H", "H", "H", "H", "N", "N", "N", "N", "O"], "coordinates": [[-0.711, 1.174, -1.832], [0.221, 0.773, -0.586], [0.845, 0.534, 2.183], [-0.553, -1.426, -0.264], [0.042, 1.177, -3.027], [-1.596, 0.411, -1.783], [-0.921, 2.468, -1.535], [1.524, 2.214, -1.028], [1.199, 0.323, 3.203], [1.359, 1.388, 1.873], [-0.216, -2.435, 1.664], [-0.956, -3.399, 0.327], [1.357, 1.453, -0.486], [-0.009, -0.245, 0.213], [0.150, -0.343, 1.644], [-0.711, -2.460, 0.805], [-1.025, -1.607, -1.372]], "relative_energy_ev": 5.243, "energy_ev": -12281.194, "homo_ev": -9.3}

=====

Record 2
{"formula": "C2H33N2O13", "method": "the ωB97M-V functional and the def2-TZVPD basis", "species": ["C", "N", "C", "N", "H", "H", "H", "H", "H", "H", "H", "H", "H", "O", "H", "H", "O", "H", "H", "O", "H", "H", "O", "H", "H", "O", "H", "H", "O", "H", "H", "O", "H", "H", "O", "H", "H", "O", "H", "H", "O", "H", "H", "O", "H", "H", "O", "H", "H", "O"], "coordinates": [[-1.755, -2.667, -1.699], [0.260, 0.406, -1.539], [-0.633, -0.506, -1.945], [-0.919, -1.565, -1.172], [-2.040, -3.361, -0.882], [-1.189, -3.257, -2.431], [-2.586, -2.277, -2.198], [0.918, 0.250, -0.703], [0.397, 1.286, -2.025], [-1.206, -0.328, -2.886], [-0.334, -1.801, -0.325], [-2.563, 0.707, -0.358], [-3.678, 0.655, -1.419], [-2.713, 0.817, -1.321], [-2.396, 2.506, -1.546], [-2.735, 3.616, -2.583], [-2.206, 3.419, -1.794], [1.211, 2.874, -0.451], [0.957, 2.406, 0.988], [1.632, 2.465, 0.334], [1.438, -1.782, 1.595], [1.388, -2.842, 0.490], [0.816, -2.271, 1.026], [1.446, -2.207, -2.468], [1.324, -2.031, -3.990], [0.821, -1.944, -3.193], [3.228, -1.263, 3.175], [1.910, -0.390, 3.152], [2.492, -0.892, 2.610], [3.291, -2.614, -1.254], [2.581, -1.402, -0.710], [2.467, -2.326, -1.104], [-0.514, 3.382, -1.863], [0.919, 3.957, -2.427], [0.440, 3.205, -1.943], [-1.617, -0.849, 2.117], [-0.595, -2.050, 2.085], [-1.162, -1.468, 2.679], [2.542, 1.025, 0.126], [2.793, -0.174, 1.040], [2.776, 0.050, 0.111], [-1.609, 1.243, 1.550], [-3.072, 0.787, 1.882], [-2.284, 0.549, 1.315], [-0.260, -0.475, 3.529], [0.340, 0.277, 4.867], [0.435, 0.210, 3.862], [0.067, 1.517, 2.845], [-0.523, 2.995, 2.670], [-0.299, 2.136, 2.184]], "relative_energy_ev": 0.000, "charge": 1, "energy_ev": -32204.743, "homo_ev": -12.6}

=====

Record 3
{"formula": "C4H9NO", "method": "the ωB97M-V functional and the def2-TZVPD basis", "species": ["C", "N", "C", "C", "C", "H", "H", "H", "H", "H", "H", "H", "O", "H", "H"], "coordinates": [[0.630, 0.007, 1.297], [-0.470, -0.205, 0.698], [-1.541, 0.717, 0.705], [-1.974, 1.300, -0.415], [-2.416, 0.543, 1.910], [1.199, -0.738, 1.836], [1.007, 1.032, 1.154], [-1.377, 1.264, -1.313], [-2.962, 1.734, -0.383], [-1.840, 0.818, 2.807], [-3.181, 1.314, 1.959], [-2.686, -0.504, 2.024], [5.412, -2.245, -4.365], [4.509, -2.055, -4.097], [5.689, -2.982, -3.816]], "relative_energy_ev": 3.157, "smiles": "C=NC(=C)C.O", "energy_ev": -7829.163, "homo_ev": -8.6}

=====

Record 4
{"formula": "C39H96BrN4O15S11", "method": "the ωB97M-V functional and the def2-TZVPD basis", "species": ["C", "C", "C", "C", "C", "C", "C", "C", "C", "C", "C", "C", "N", "C", "C", "O", "O", "C", "N", "C", "S", "C", "O", "O", "N", "Br", "N", "O", "C", "C", "H", "H", "H", "H", "H", "H", "H", "H", "H", "H", "H", "H", "H", "H", "H", "H", "H", "H", "H", "H", "H", "H", "H", "H", "H", "H", "H", "H", "H", "H", "H", "H", "H", "H", "H", "H", "C", "S", "O", "C", "H", "H", "H", "H", "H", "H", "C", "S", "O", "C", "H", "H", "H", "H", "H", "H", "C", "S", "O", "C", "H", "H", "H", "H", "H", "H", "C", "S", "O", "C", "H", "H", "H", "H", "H", "H", "C", "S", "O", "C", "H", "H", "H", "H", "H", "H", "C", "S", "O", "C", "H", "H", "H", "H", "H", "H", "C", "S", "O", "C", "H", "H", "H", "H", "H", "H", "C", "S", "O", "C", "H", "H", "H", "H", "H", "H", "C", "S", "O", "C", "H", "H", "H", "H", "H", "H", "C", "S", "O", "C", "H", "H", "H", "H", "H", "H"], "coordinates": [[7.916, 0.961, -0.594], [7.485, 1.821, -1.891], [5.899, 1.728, -2.077], [5.283, 3.106, -2.621], [5.459, 4.211, -1.478], [4.337, 5.347, -1.673], [2.929, 4.695, -1.290], [2.115, 5.484, -0.164], [0.996, 4.547, 0.528], [0.108, 3.798, -0.565], [0.141, 2.194, -0.405], [-0.214, 1.479, -1.808], [-1.642, 0.991, -1.779], [-1.944, -0.424, -1.453], [-0.828, -1.176, -0.633], [-0.450, -0.905, 0.492], [-0.233, -2.288, -1.280], [-2.552, 1.895, -2.110], [-2.431, 3.262, -2.472], [-3.662, 3.843, -2.792], [-3.847, 5.585, -3.356], [-2.329, 5.932, -4.369], [-5.088, 5.847, -4.119], [-3.722, 6.449, -2.151], [-4.608, 2.817, -2.608], [-6.424, 3.075, -2.929], [-3.948, 1.698, -2.199], [-4.715, 0.621, -1.958], [-5.242, 0.688, -0.580], [-5.394, -0.794, 0.011], [7.203, 1.247, 0.239], [8.984, 1.277, -0.369], [7.826, -0.128, -0.867], [7.865, 2.866, -1.711], [7.971, 1.432, -2.837], [5.441, 1.545, -1.048], [5.595, 0.908, -2.803], [4.202, 2.902, -2.882], [5.833, 3.466, -3.544], [6.493, 4.681, -1.473], [5.221, 3.713, -0.487], [4.504, 6.230, -0.980], [4.267, 5.702, -2.746], [3.037, 3.626, -0.910], [2.308, 4.643, -2.245], [1.645, 6.393, -0.661], [2.827, 5.881, 0.613], [1.471, 3.862, 1.286], [0.321, 5.259, 1.099], [-0.970, 4.102, -0.355], [0.328, 4.139, -1.617], [1.124, 1.851, 0.028], [-0.733, 1.950, 0.283], [0.513, 0.667, -2.091], [-0.084, 2.297, -2.590], [-2.229, -0.984, -2.403], [-2.870, -0.427, -0.790], [-0.823, -2.478, -2.046], [-2.083, 5.086, -5.075], [-2.476, 6.871, -4.980], [-1.431, 6.047, -3.683], [-4.487, 1.206, 0.099], [-6.223, 1.254, -0.572], [-5.572, -1.497, -0.853], [-4.472, -1.090, 0.599], [-6.293, -0.741, 0.706], [-2.926, -5.965, -0.744], [-3.645, -4.919, 0.537], [-3.922, -3.583, -0.080], [-2.142, -4.758, 1.516], [-3.691, -6.163, -1.495], [-2.081, -5.456, -1.211], [-2.600, -6.908, -0.302], [-1.346, -4.323, 0.908], [-1.842, -5.740, 1.884], [-2.351, -4.104, 2.363], [-1.367, -6.407, 5.914], [-0.976, -7.141, 4.317], [-2.234, -7.143, 3.507], [-0.728, -8.819, 4.930], [-1.597, -5.354, 5.762], [-2.232, -6.905, 6.352], [-0.505, -6.496, 6.578], [-1.632, -9.170, 5.428], [0.114, -8.832, 5.623], [-0.506, -9.466, 4.081], [-2.279, -0.880, -6.656], [-3.469, -1.103, -5.325], [-2.958, -2.199, -4.440], [-4.775, -1.797, -6.354], [-1.356, -0.483, -6.231], [-2.073, -1.838, -7.136], [-2.678, -0.170, -7.384], [-4.415, -2.698, -6.853], [-5.087, -1.057, -7.092], [-5.621, -2.050, -5.714], [-5.516, -5.983, 5.642], [-4.972, -4.399, 6.308], [-3.513, -4.521, 6.611], [-5.862, -4.534, 7.870], [-5.044, -6.130, 4.669], [-5.221, -6.792, 6.313], [-6.600, -5.972, 5.520], [-5.545, -5.432, 8.401], [-6.935, -4.571, 7.675], [-5.633, -3.655, 8.472], [4.326, 5.363, 4.718], [4.617, 4.558, 3.129], [3.333, 4.606, 2.361], [4.784, 2.889, 3.788], [4.154, 6.425, 4.538], [3.447, 4.929, 5.199], [5.201, 5.241, 5.353], [3.880, 2.605, 4.331], [5.649, 2.847, 4.451], [4.936, 2.206, 2.952], [-10.661, -8.324, 7.357], [-8.906, -7.930, 7.235], [-8.731, -6.514, 7.676], [-8.838, -7.948, 5.431], [-10.939, -8.330, 8.411], [-11.250, -7.572, 6.830], [-10.844, -9.312, 6.930], [-9.541, -7.219, 5.025], [-9.081, -8.948, 5.068], [-7.826, -7.688, 5.122], [9.237, 6.798, 5.111], [7.440, 6.822, 4.953], [7.070, 5.819, 3.909], [7.337, 8.455, 4.192], [9.531, 5.839, 5.535], [9.698, 6.918, 4.130], [9.555, 7.601, 5.778], [7.916, 8.471, 3.268], [7.716, 9.205, 4.888], [6.291, 8.664, 3.969], [7.110, -0.944, 5.565], [7.307, -1.238, 3.796], [7.362, 0.095, 3.126], [5.653, -1.906, 3.528], [8.025, -0.486, 5.941], [6.269, -0.271, 5.740], [6.945, -1.893, 6.076], [4.902, -1.173, 3.828], [5.533, -2.824, 4.104], [5.540, -2.128, 2.467], [-2.797, 2.065, -11.216], [-3.988, 1.843, -9.881], [-3.473, 0.748, -9.001], [-5.296, 1.141, -10.905], [-1.876, 2.464, -10.792], [-2.591, 1.106, -11.695], [-3.195, 2.772, -11.946], [-4.935, 0.240, -11.403], [-5.614, 1.878, -11.644], [-6.138, 0.888, -10.261], [3.461, -2.310, -6.020], [4.133, -0.756, -5.396], [5.588, -0.963, -5.154], [3.303, -0.822, -3.794], [3.880, -2.493, -7.009], [3.734, -3.129, -5.353], [2.375, -2.233, -6.097], [3.586, -1.734, -3.265], [2.221, -0.794, -3.943], [3.610, 0.046, -3.211]], "charge": 1, "energy_ev": -267881.427, "homo_ev": -9.5}